Entry from OMol25: a cluster of 8 separate species, C24H48O28S4 in total (wB97M-V/def2-TZVPD).

Results
* HOMO: -10.33 eV
* Kohn-Sham gap: 10.328 eV
* energy above the lowest of the compared OMol25 structures with the same formula, charge and spin: 8.17 kcal per mole
* SMILES: O=S1(=O)OCCO1.O=S1(=O)OCCO1.O=S1(=O)OCCO1.O=S1(=O)OCCO1.CCOC(=O)OC.CCOC(=O)OC.CCOC(=O)OC.CCOC(=O)OC

Last column: Mulliken charge in e.
Positions of all 104 atoms, in Å:
S 25.34 -36.14 34.87  1.084
S 29.44 -34.05 28.89  1.010
S 31.34 -28.03 29.87  0.969
S 38.21 -30.01 32.80  0.991
O 25.85 -34.82 35.04  -0.529
O 32.99 -40.04 30.10  -0.583
O 36.93 -29.44 33.12  -0.400
O 29.63 -35.29 27.80  -0.388
O 39.12 -30.21 34.20  -0.370
O 26.48 -37.21 35.36  -0.366
O 28.53 -33.08 28.35  -0.562
O 32.52 -38.03 31.02  -0.140
O 32.20 -35.14 32.77  -0.396
O 34.39 -29.36 37.60  -0.390
O 31.34 -29.64 29.72  -0.326
O 25.50 -36.55 33.30  -0.406
O 24.05 -36.52 35.34  -0.527
O 38.98 -29.46 31.71  -0.508
O 33.45 -31.34 37.19  -0.565
O 32.02 -32.88 32.82  -0.627
O 35.17 -31.08 38.64  -0.352
O 36.36 -28.07 28.08  -0.256
O 33.96 -33.92 33.00  -0.472
O 28.72 -35.01 29.99  -0.289
O 37.99 -31.62 32.64  -0.215
O 32.03 -27.46 28.77  -0.447
O 30.02 -27.57 30.18  -0.571
O 30.96 -39.52 30.90  -0.205
O 36.88 -26.26 27.11  -0.324
O 34.74 -27.06 26.92  -0.533
O 30.73 -33.60 29.30  -0.430
O 32.27 -28.08 31.24  -0.337
C 34.67 -32.68 33.00  0.429
C 34.27 -30.66 37.76  0.919
C 39.03 -32.39 33.30  -0.314
C 31.42 -30.28 30.99  0.028
C 28.48 -36.35 29.54  0.033
C 32.18 -29.33 31.91  0.453
C 29.38 -36.55 28.36  -0.109
C 26.89 -36.84 33.01  -0.029
C 36.20 -29.88 29.59  -0.567
C 28.89 -40.50 30.36  -0.947
C 30.35 -40.60 30.19  -0.248
C 36.67 -25.14 26.31  -0.664
C 27.52 -37.21 34.39  -0.196
C 33.41 -28.65 35.50  -0.587
C 33.88 -37.67 31.12  -0.823
C 34.95 -32.36 39.19  -0.697
C 39.26 -31.58 34.55  -0.251
C 30.85 -35.39 32.41  -0.228
C 32.25 -39.26 30.64  0.566
C 34.68 -32.19 34.45  -1.097
C 35.57 -29.21 28.38  -0.184
C 32.65 -33.91 32.84  0.817
C 35.86 -27.11 27.31  0.718
C 33.40 -28.53 37.02  -0.558
H 31.90 -31.24 30.84  0.082
H 32.42 -28.87 37.39  0.316
H 30.23 -35.34 33.29  0.294
H 33.51 -27.53 37.44  0.364
H 34.55 -33.03 38.43  0.294
H 34.39 -38.07 32.00  0.325
H 30.78 -41.58 30.42  0.384
H 28.33 -41.24 29.79  0.423
H 34.08 -36.60 31.17  0.226
H 34.19 -32.44 39.97  0.298
H 36.65 -29.14 30.25  0.232
H 27.96 -38.20 34.29  0.348
H 28.25 -36.47 34.71  0.242
H 37.58 -24.55 26.28  0.248
H 35.69 -32.90 32.68  0.158
H 33.13 -29.81 32.15  -0.216
H 32.98 -27.74 35.09  0.471
H 38.60 -31.75 35.40  0.264
H 38.50 -33.33 33.42  0.272
H 36.91 -30.67 29.39  0.432
H 28.64 -37.02 30.39  -0.030
H 27.20 -35.89 32.57  0.199
H 28.98 -37.16 27.55  0.324
H 30.41 -30.50 31.32  0.198
H 35.09 -31.18 34.52  0.280
H 39.88 -32.44 32.62  0.249
H 30.83 -36.30 31.80  0.028
H 34.51 -28.95 28.48  0.026
H 35.12 -32.87 35.17  0.381
H 33.61 -32.11 34.67  0.400
H 40.30 -31.65 34.89  0.287
H 34.46 -38.06 30.28  0.398
H 34.32 -31.89 32.34  -0.200
H 31.64 -29.11 32.82  0.139
H 30.60 -34.67 31.63  0.228
H 35.91 -24.46 26.73  0.304
H 32.90 -29.53 35.13  0.075
H 27.41 -36.55 29.39  0.314
H 28.50 -40.56 31.38  0.290
H 34.42 -28.56 35.08  0.202
H 36.27 -25.33 25.31  0.291
H 28.58 -39.49 30.08  0.013
H 30.34 -37.02 28.64  0.136
H 35.89 -32.72 39.62  0.258
H 26.85 -37.72 32.38  0.184
H 35.53 -29.87 27.50  0.283
H 35.34 -30.25 30.15  -0.004
H 30.54 -40.53 29.11  0.287